DFT (the ωB97M-V functional and the def2-TZVPD basis) results for C47H46AsCl3F6N6O5S3SiTi as an isolated structure.

Structure (XYZ):
```
119
Properties=species:S:1:pos:R:3:forces:R:3:mulliken_charge:R:1
Ti -0.82912 0.24132 0.14676 0.06 -0.20 0.41 0.29
C 2.41278 4.04101 1.66301 0.00 0.03 -0.04 -1.71
C 1.23867 3.45813 2.38946 -0.03 -0.04 -0.03 0.84
C 0.79120 4.03589 3.57286 0.01 0.03 0.00 -1.10
C -0.32165 3.51239 4.20224 -0.04 0.00 0.01 -0.90
C -0.93820 2.39315 3.67074 0.14 -0.02 0.02 -0.69
C -0.38673 1.83490 2.52457 0.01 -0.03 -0.03 -0.64
N 0.64463 2.37234 1.87492 -0.06 0.03 -0.02 1.06
N -0.90022 0.63439 1.95640 -0.08 -0.05 -0.19 1.33
Si -1.33401 -0.64030 3.21710 -0.08 0.06 -0.13 1.02
C -3.03898 -0.24714 3.88569 -0.03 -0.02 0.02 -1.31
C 0.01245 -0.59887 4.49436 0.01 -0.05 0.01 -1.33
C -1.33295 -2.35123 2.45622 0.00 -0.04 0.02 -0.74
H 2.78161 3.36616 0.89638 0.01 0.01 -0.01 0.14
H 3.22106 4.26360 2.35968 -0.01 0.00 0.00 0.56
H 2.13553 4.97822 1.17534 -0.01 0.00 -0.03 0.25
H 1.30861 4.89502 3.97878 -0.01 0.00 0.00 0.55
H -0.71081 3.97005 5.10291 0.00 -0.01 -0.01 0.47
H -1.81991 1.97758 4.13137 -0.02 -0.02 0.01 0.22
H -3.60826 0.40912 3.22369 0.03 0.00 0.00 0.19
H -2.98197 0.23768 4.86183 -0.01 0.00 0.00 0.47
H -3.60899 -1.16897 4.02709 0.01 0.02 -0.01 0.49
H -0.04569 0.25244 5.17019 0.00 0.00 -0.01 0.37
H 0.99790 -0.59150 4.01961 -0.01 0.01 -0.01 0.28
H -0.05637 -1.51179 5.09338 0.00 0.02 0.00 0.49
H -1.65998 -2.45244 1.42420 -0.02 0.00 -0.01 -0.15
H -2.00563 -2.96340 3.06505 0.02 0.02 0.02 0.62
H -0.34518 -2.80545 2.54372 0.00 -0.01 0.00 0.11
F -1.29738 -4.54280 -0.77468 0.02 -0.06 0.10 -0.13
C -1.57958 -3.85938 -1.87256 -0.01 0.13 -0.05 0.56
F -2.85692 -3.48626 -1.84283 -0.08 0.02 0.01 -0.18
F -1.33874 -4.57219 -2.94189 0.03 -0.15 -0.13 -0.17
S -0.50943 -2.35957 -1.87979 -0.03 -0.08 -0.15 1.44
O -1.06448 -1.63755 -0.68757 0.12 0.06 0.26 -0.61
O 0.83314 -2.80112 -1.77003 0.11 -0.02 0.01 -0.61
N -0.87164 -1.65369 -3.21497 0.04 0.22 0.22 -0.85
S -1.09596 -0.09944 -3.30354 0.18 -0.33 -0.10 1.67
O -0.68023 0.55310 -2.03809 -0.32 0.06 0.13 -0.62
O -0.58883 0.47651 -4.48966 0.07 0.04 -0.03 -0.66
C -2.96548 0.00714 -3.43975 0.04 -0.02 -0.02 0.60
F -3.29582 0.93258 -4.30677 -0.05 -0.03 0.03 -0.17
F -3.48762 0.28782 -2.24341 -0.03 -0.02 0.05 -0.17
F -3.42644 -1.16599 -3.83704 -0.04 0.01 -0.02 -0.23
Cl 7.28749 -3.27955 -3.95005 0.00 -0.01 0.00 -0.19
C 6.23959 -3.51157 -2.59862 0.03 0.01 -0.01 0.27
C 5.08609 -2.74834 -2.48459 0.02 0.00 0.00 -1.16
C 4.25584 -2.94590 -1.39777 0.00 -0.07 -0.02 0.37
C 4.54298 -3.89209 -0.41281 0.03 0.01 -0.09 0.09
C 3.59546 -4.11793 0.74123 -0.03 -0.05 0.02 -0.58
C 3.47846 -2.92296 1.68264 0.05 0.07 0.07 -1.69
N 2.78475 -1.75002 1.12973 -0.07 0.04 0.02 0.68
C 3.31221 -0.48124 1.01446 -0.02 -0.08 -0.11 -2.03
C 2.31298 0.31591 0.57039 -0.03 -0.09 -0.02 0.25
N 1.16516 -0.45356 0.40494 0.19 0.20 -0.13 2.24
C 1.50529 -1.69360 0.75462 0.07 -0.02 0.07 -2.06
O 2.28502 -4.45601 0.32594 -0.10 0.14 -0.06 -0.09
C 1.97422 -5.84927 0.23151 0.07 -0.04 0.06 -1.04
C 1.75756 -6.33650 -1.17066 -0.01 -0.03 0.01 -0.09
C 0.87155 -7.33115 -1.46589 -0.09 0.09 0.02 0.74
Cl -0.19751 -8.10501 -0.36263 0.02 -0.02 -0.01 -0.22
S 0.87516 -7.77588 -3.11880 -0.01 0.00 -0.01 -0.19
C 2.07989 -6.60997 -3.45527 0.00 0.06 -0.01 -0.53
C 2.45741 -5.92461 -2.34413 0.00 0.04 -0.01 -0.25
C 5.70778 -4.64171 -0.56534 -0.01 0.01 0.00 0.86
Cl 6.14897 -5.86616 0.58734 0.02 0.00 0.01 -0.21
C 6.55875 -4.46190 -1.64639 -0.02 0.01 0.00 -0.73
H 4.84267 -2.02385 -3.24919 0.00 0.00 0.01 0.49
H 3.33273 -2.38816 -1.34770 -0.11 0.02 0.04 0.15
H 4.00391 -4.91825 1.36169 -0.02 0.01 0.02 0.96
H 4.47468 -2.59372 1.97438 -0.01 0.02 -0.01 0.55
H 2.94922 -3.22701 2.58583 -0.04 -0.02 -0.03 0.27
H 4.34173 -0.27054 1.24553 -0.01 0.01 0.00 0.55
H 2.31868 1.37179 0.38708 0.02 -0.06 -0.02 -0.25
H 0.87474 -2.56078 0.74274 -0.01 -0.03 -0.04 0.62
H 1.06116 -6.00629 0.80688 -0.01 -0.04 0.01 0.49
H 2.76346 -6.43411 0.71696 0.01 0.03 -0.04 0.41
H 2.44587 -6.48392 -4.46174 0.00 -0.03 0.02 0.47
H 3.19454 -5.13644 -2.36298 0.02 -0.02 0.03 0.28
H 7.45203 -5.06205 -1.74190 0.00 0.01 -0.01 0.48
C -4.13580 4.02592 -4.11950 0.00 0.00 0.01 -0.76
C -4.71028 3.81081 -2.87327 0.00 0.00 -0.03 -0.73
C -3.92673 3.40242 -1.80503 0.01 -0.02 -0.02 -0.41
C -2.56135 3.19970 -1.98750 -0.05 0.02 0.03 0.60
C -1.98792 3.40085 -3.24033 0.01 0.00 -0.01 -0.09
C -2.77738 3.81777 -4.30230 0.00 0.02 0.00 -0.92
As -1.39239 2.80327 -0.49278 -0.07 0.03 0.11 2.14
C 0.17905 3.73001 -1.10439 -0.03 0.09 0.02 1.14
C 0.11934 5.10694 -1.30967 0.05 0.03 -0.01 -1.23
C 1.20349 5.76984 -1.86546 0.01 -0.01 0.01 -1.13
C 2.33397 5.05929 -2.24879 0.00 0.02 0.00 -0.73
C 2.37308 3.68201 -2.09040 0.00 0.00 0.02 -0.67
C 1.29603 3.01762 -1.51984 0.07 0.00 0.02 -0.48
C -2.23108 3.72753 0.98014 0.04 0.00 0.03 1.19
C -3.32478 3.09530 1.57082 -0.05 0.04 -0.03 -0.37
C -4.01099 3.70882 2.60610 -0.02 0.01 -0.02 -1.20
C -3.60452 4.95646 3.06282 -0.01 0.00 0.01 -0.94
C -2.50624 5.57759 2.48958 0.02 0.00 0.02 -0.94
C -1.81354 4.96357 1.45335 0.02 0.03 -0.01 -0.99
H -4.74873 4.35956 -4.94630 0.00 0.00 0.00 0.44
H -5.76943 3.97770 -2.72802 0.01 0.00 0.00 0.47
H -4.38734 3.27103 -0.83591 0.01 0.00 0.06 0.38
H -0.92769 3.24878 -3.39816 0.00 0.02 0.00 0.39
H -2.32517 3.97830 -5.27203 0.00 0.00 0.00 0.46
H -0.77740 5.66574 -1.07568 -0.01 -0.01 0.00 0.62
H 1.15622 6.83984 -2.01860 0.00 0.00 0.00 0.48
H 3.17278 5.57816 -2.69356 -0.01 -0.01 0.00 0.46
H 3.23651 3.11953 -2.42167 0.00 0.01 0.00 0.50
H 1.33187 1.93966 -1.44112 -0.02 -0.02 -0.01 0.37
H -3.64545 2.11899 1.22482 0.01 -0.01 -0.02 0.49
H -4.86733 3.21957 3.05271 0.00 0.00 0.00 0.48
H -4.14563 5.44273 3.86391 0.00 0.00 -0.01 0.43
H -2.18297 6.54683 2.84659 0.00 -0.01 0.00 0.48
H -0.94877 5.45773 1.03293 0.00 -0.01 0.01 0.45
C -5.11367 -1.71635 0.72423 0.02 0.02 -0.01 -1.60
C -3.91777 -0.91378 0.56172 -0.11 0.10 0.00 0.43
N -2.97275 -0.28166 0.42693 0.23 -0.04 -0.29 0.68
H -5.65360 -1.39793 1.61490 -0.01 0.00 0.00 0.41
H -4.82408 -2.76289 0.82113 -0.01 -0.01 0.00 0.35
H -5.74652 -1.59638 -0.15481 -0.01 -0.01 0.00 0.41
```
Forces are in eV/Å.

Computed properties:
- HOMO-LUMO gap (Ha) = 0.1936
- relative energy (zero: lowest compared OMol25 entry of this formula, charge and spin) (kcal per mole) = 39.14
- HOMO (Eh) = -0.4455
- total charge = +2